Computed, not measured: one molecule with the formula CH7P3S, with ωB97M-V/def2-TZVPD.

Cartesian coordinates (Å):
C (-1.7450, 0.5375, -1.2342)
S (-0.3504, -0.5798, -1.8396)
P (1.3925, 0.6683, -0.8675)
P (1.9061, -0.4748, 0.9016)
P (-0.1702, -0.6937, 1.5968)
H (-1.7837, 0.6321, -0.1611)
H (-2.6528, 0.3337, -1.7199)
H (-1.3872, 1.5367, -1.6697)
H (2.6123, 0.1780, -1.5184)
H (1.9662, 0.7049, 1.7786)
H (0.4753, -0.7308, 2.9386)
H (-0.2631, -2.1120, 1.7949)

Calculated values
Electronic energy = -39850.5518 eV
Energy relative to the best compared isomer or geometry (same formula, charge and spin) = 67.0 kJ/mol
LUMO = -0.1 eV
Multiplicity = 1

These are the natural (NBO) partial charges, in e, on atoms 1 to 6:
1. C -0.71
2. S -0.11
3. P 0.14
4. P -0.01
5. P -0.01
6. H 0.23

---

Computed, not measured: C21H36FInNO6 as an isolated structure, with ωB97M-V/def2-TZVPD.

Cartesian coordinates (Å):
C (3.1554, -0.4150, 0.3045)
O (2.3249, -1.0739, -0.6185)
C (2.4374, -0.5998, -1.9482)
C (2.0307, 0.8497, -2.1880)
C (0.5143, 1.1198, -2.1476)
C (-0.0469, 1.5415, -0.7671)
In (-1.5790, 0.0865, -0.0555)
F (-2.1585, -0.9300, -1.7468)
C (-3.3536, 0.9689, 0.9446)
C (-4.6682, 1.0091, 0.1308)
C (-5.4812, -0.2985, 0.2381)
C (-5.1058, -1.3389, -0.8061)
O (-5.8200, -1.0012, -2.0127)
C (-5.7121, -1.7646, -3.1064)
C (-4.5601, -2.7238, -3.2330)
O (-6.5311, -1.6291, -3.9917)
C (-0.6176, -1.3282, 1.3652)
C (-1.1536, -2.7783, 1.3500)
C (-0.0916, -3.8469, 1.0739)
O (-0.4364, -4.6096, -0.0802)
C (0.5480, -5.5370, -0.4678)
H (4.1639, -0.2601, -0.1103)
H (3.2348, -1.0523, 1.1885)
H (2.7397, 0.5513, 0.6137)
H (3.4716, -0.7650, -2.2974)
H (1.7805, -1.2491, -2.5348)
H (2.5299, 1.5201, -1.4777)
H (2.4222, 1.1063, -3.1812)
H (0.3062, 1.9172, -2.8719)
H (0.0049, 0.2331, -2.5466)
H (-0.5044, 2.5303, -0.8310)
H (0.7374, 1.5353, -0.0183)
H (-3.5350, 0.4197, 1.8753)
H (-3.0683, 1.9871, 1.2293)
H (-5.2999, 1.8435, 0.4664)
H (-4.4745, 1.1920, -0.9331)
H (-5.3054, -0.7478, 1.2237)
H (-6.5564, -0.1014, 0.1701)
H (-4.0298, -1.3175, -0.9846)
H (-5.3922, -2.3487, -0.4954)
H (-3.8811, -2.3065, -3.9793)
H (-3.9870, -2.8969, -2.3294)
H (-4.9610, -3.6633, -3.6228)
H (0.4659, -1.3199, 1.2264)
H (-0.8129, -0.8739, 2.3450)
H (-1.6284, -3.0064, 2.3125)
H (-1.9300, -2.9319, 0.5908)
H (0.8831, -3.3674, 0.9074)
H (0.0165, -4.5372, 1.9255)
H (0.8523, -5.3366, -1.5007)
H (1.4377, -5.4786, 0.1682)
H (0.1470, -6.5551, -0.4099)
C (6.5796, 4.7441, 2.2097)
C (5.7055, 5.4279, 3.0445)
C (4.3652, 5.0771, 3.0865)
C (3.9299, 4.0398, 2.2850)
C (4.7791, 3.3450, 1.4449)
C (6.1168, 3.7065, 1.4114)
N (2.5049, 3.6525, 2.3244)
O (1.7696, 4.2923, 3.0470)
O (2.1738, 2.7218, 1.6278)
H (7.6253, 5.0212, 2.1811)
H (6.0664, 6.2369, 3.6649)
H (3.6676, 5.5959, 3.7264)
H (4.3978, 2.5420, 0.8311)
H (6.7968, 3.1759, 0.7592)

Calculated values
Electronic energy = -44024.2802 eV
Energy relative to the best compared isomer or geometry (same formula, charge and spin) = 0.0 kJ/mol
LUMO = 1.3 eV
Net charge = -1
Multiplicity = 1

These are the Löwdin partial charges, in e, on atoms 1 to 6:
1. C -0.12
2. O -0.20
3. C -0.23
4. C -0.20
5. C -0.29
6. C -0.25

---

Computed, not measured: a 2-piece molecular cluster, C9H14 overall, with ωB97M-V/def2-TZVPD.

Cartesian coordinates (Å):
C (0.0551, 0.9183, 1.9494)
C (0.5100, -0.3672, 1.3178)
C (1.8527, -0.7413, 1.5237)
C (2.5172, -1.5778, 0.6248)
C (1.8146, -2.1227, -0.4413)
C (0.4347, -1.9426, -0.5243)
C (-0.1794, -1.0388, 0.3295)
H (0.4430, 1.0440, 2.9646)
H (-1.0300, 0.9343, 2.0257)
H (0.4035, 1.7876, 1.3998)
H (2.4235, -0.3086, 2.3358)
H (3.5910, -1.6967, 0.6129)
H (2.2863, -2.6203, -1.2754)
H (-0.1481, -2.5617, -1.1921)
H (-1.2597, -0.9675, 0.2355)
C (-2.2234, 2.9984, -2.4289)
C (-3.1655, 2.1007, -1.5806)
H (-2.0260, 4.0105, -2.0804)
H (-1.2241, 2.5510, -2.5099)
H (-2.5630, 3.0069, -3.4590)
H (-3.4027, 1.2221, -2.1724)
H (-4.0494, 2.7272, -1.4787)
H (-2.6876, 1.8537, -0.6407)

Calculated values
Electronic energy = -9559.5441 eV
Energy relative to the best compared isomer or geometry (same formula, charge and spin) = 61.5 kJ/mol
LUMO = 1.0 eV
Multiplicity = 1

These are the natural (NBO) partial charges, in e, on atoms 1 to 6:
1. C -0.63
2. C -0.01
3. C -0.21
4. C -0.21
5. C -0.22
6. C -0.20

---

Computed, not measured: C28H20FeN5O4Se as an isolated structure, with ωB97M-V/def2-TZVPD.

Cartesian coordinates (Å):
Fe (-0.4336, 1.5654, 0.6082)
O (-1.9428, -2.7956, 1.0501)
C (-1.0103, -3.1262, 1.9571)
C (-0.8709, -4.4814, 2.2691)
C (0.0804, -4.8911, 3.1823)
C (0.9161, -3.9649, 3.8058)
C (0.7705, -2.6215, 3.5087)
C (-0.1883, -2.1798, 2.5977)
C (-0.3200, -0.7281, 2.2917)
O (-1.0223, -0.4044, 1.2758)
N (0.2731, 0.1241, 3.1293)
N (0.0746, 1.3685, 2.6128)
C (0.1977, 2.3897, 3.3427)
C (-0.2191, 3.6632, 2.7237)
C (-0.1666, 4.8684, 3.3999)
C (-0.6790, 6.0021, 2.7907)
C (-1.2196, 5.9014, 1.5218)
C (-1.2124, 4.6631, 0.8999)
N (-0.7251, 3.5724, 1.4909)
H (-1.8130, -1.8384, 0.8469)
H (-1.5126, -5.1918, 1.7625)
H (0.1780, -5.9469, 3.4095)
H (1.6701, -4.2915, 4.5107)
H (1.3983, -1.8744, 3.9770)
H (0.5154, 2.3135, 4.3815)
H (0.2660, 4.9040, 4.3929)
H (-0.6547, 6.9564, 3.3028)
H (-1.6348, 6.7615, 1.0145)
H (-1.5881, 4.5104, -0.1053)
O (-2.1935, 2.6067, -3.0397)
C (-1.7418, 1.9203, -2.1293)
O (-1.2941, 2.3353, -1.0102)
C (-1.6327, 0.4212, -2.3454)
C (-2.5677, -0.2476, -3.1838)
C (-2.4784, -1.5975, -3.3054)
C (-1.4342, -2.2947, -2.6421)
C (-1.2451, -3.6991, -2.7334)
C (-0.2111, -4.2980, -2.0747)
C (0.6830, -3.5230, -1.2895)
C (0.5217, -2.1741, -1.1818)
C (-0.5466, -1.5335, -1.8582)
N (-0.6857, -0.1882, -1.7011)
H (-3.3148, 0.3387, -3.6994)
H (-3.1938, -2.1561, -3.9008)
H (-1.9341, -4.2830, -3.3361)
H (-0.0737, -5.3716, -2.1408)
H (1.4968, -4.0115, -0.7664)
H (1.1832, -1.5564, -0.5841)
Se (1.9796, 1.6291, 0.2373)
C (2.4983, 1.3944, -1.5733)
C (3.6784, 0.7204, -1.8787)
C (4.0824, 0.6100, -3.2007)
N (3.4061, 1.1078, -4.2399)
C (2.2672, 1.7432, -3.9372)
C (1.7808, 1.9111, -2.6503)
H (4.2735, 0.2869, -1.0837)
H (5.0059, 0.0899, -3.4412)
H (1.7093, 2.1464, -4.7783)
H (0.8541, 2.4447, -2.4833)

Calculated values
Electronic energy = -144739.7223 eV
Energy relative to the best compared isomer or geometry (same formula, charge and spin) = 0.0 kJ/mol
LUMO (spin up / spin down) = 2.2 / 2.2 eV
<S²> = 6.03
Net charge = -1
Multiplicity = 5

These are the natural (NBO) partial charges, in e, on atoms 1 to 6:
1. Fe 1.45
2. O -0.70
3. C 0.43
4. C -0.31
5. C -0.18
6. C -0.28

---

Question: Which of these has the lowest electronic energy?
Answer: C28H20FeN5O4Se